Model P:
The following is a quantum chemistry calculation of one molecule with the formula C3H4N2O3, from OMol25.

Geometry as ORCA input:
```
! wB97M-V def2-TZVPD RIJCOSX def2/J DEFGRID3
* xyz 0 1
C 0.356 -1.492 0.481
C -1.294 0.099 -0.130
C -0.610 1.269 -0.570
N 1.293 1.126 0.688
N 0.706 -2.018 -0.577
O -0.658 -0.705 0.886
O -2.388 -0.265 -0.424
O 0.422 1.818 -0.017
H 0.812 -1.783 1.469
H -1.033 2.075 -1.134
H 2.114 1.787 0.831
H 0.281 -1.911 -1.502
*
```

The HOMO energy (alpha / beta) is -10.133 / -9.670 eV.

What are the Mulliken partial charges on each atom? They are as follows, in elementary charge units: 0.175, 0.393, -0.068, -0.338, -0.545, -0.314, -0.468, -0.090, 0.335, 0.432, 0.231, 0.257

=====

Model Q:
The following is a quantum chemistry calculation of one molecule with the formula C3H4N2O3, from OMol25.

Geometry as ORCA input:
```
! wB97M-V def2-TZVPD RIJCOSX def2/J DEFGRID3
* xyz 0 1
O 2.529 0.130 -0.005
N 1.363 0.787 -0.803
C 0.290 0.126 -0.691
C -1.029 0.378 -1.185
C -2.067 -0.138 -0.438
O -1.493 -0.863 0.494
N -0.049 -0.730 0.382
O 0.178 0.267 1.489
H 2.260 0.216 1.035
H -1.291 1.135 -1.795
H -3.200 0.120 -0.403
H 0.163 -0.330 2.178
*
```

The HOMO energy is -9.197 eV. The SMILES is O/N=c1/ccon1O.

What are the Mulliken partial charges on each atom? They are as follows, in elementary charge units: -0.413, -0.501, 0.878, -0.790, 0.082, -0.245, -0.035, -0.455, 0.363, 0.439, 0.340, 0.336

=====

So which one is most stable? That would be model P, about 2.239 eV below the next structure.

=====

Model P:
The following is a quantum chemistry calculation of a 2-piece molecular cluster, C2H2OS overall, from OMol25.

Geometry as ORCA input:
```
! wB97M-V def2-TZVPD RIJCOSX def2/J DEFGRID3
* xyz 0 1
C 1.126 -2.281 -1.343
C -0.218 1.049 0.661
O 0.046 -2.030 -1.532
S -1.445 1.271 1.648
H -0.184 0.361 -0.322
H 0.675 1.630 0.887
*
```

The HOMO energy is -8.909 eV.

What are the Mulliken partial charges on each atom? They are as follows, in elementary charge units: 0.115, -0.218, -0.112, -0.192, 0.151, 0.255

=====

Model Q:
The following is a quantum chemistry calculation of a 2-piece molecular cluster, C2H2OS overall, from OMol25.

Geometry as ORCA input:
```
! wB97M-V def2-TZVPD RIJCOSX def2/J DEFGRID3
* xyz 0 1
C 1.202 -0.734 -0.029
C 0.922 -0.359 -1.127
H 1.503 -1.041 0.926
H 0.645 -0.087 -2.099
O -1.914 0.698 1.729
S -2.357 1.523 0.601
*
```

The HOMO energy (alpha / beta) is -9.227 / -9.234 eV. The SMILES is C#C.O=S.

What are the Mulliken partial charges on each atom? They are as follows, in elementary charge units: -0.332, -0.397, 0.369, 0.366, -0.273, 0.268

=====

So which one is most stable? That would be model P, about 2.540 eV below the next structure.

=====

Model P:
The following is a quantum chemistry calculation of a 3-piece molecular cluster, C6H19NO3 overall, from OMol25.

Geometry as ORCA input:
```
! wB97M-V def2-TZVPD RIJCOSX def2/J DEFGRID3
* xyz 0 1
C 1.871 -0.728 -0.387
C 1.448 0.621 0.230
C 2.008 0.795 1.647
C -0.084 0.975 0.037
C -0.592 2.091 0.961
N -0.839 -0.281 0.204
C -2.211 -0.315 -0.303
O -3.219 -0.195 0.687
H 2.828 -0.668 -0.913
H 2.139 -1.547 0.304
H 1.075 -1.085 -1.014
H 1.975 1.351 -0.385
H 2.329 -0.176 2.081
H 1.263 0.987 2.428
H 2.936 1.367 1.630
H -0.264 1.336 -0.991
H -0.068 3.012 0.703
H -1.681 2.163 0.838
H -0.391 1.988 2.030
H -0.763 -0.636 1.148
H -2.375 0.406 -1.100
H -2.301 -1.356 -0.606
H -3.559 0.693 0.772
O 0.311 -0.743 -3.105
H 0.028 0.070 -2.656
H -0.474 -1.284 -3.317
O -0.687 -3.263 -0.182
H -0.561 -2.914 -1.063
H -0.143 -2.664 0.324
*
```

The HOMO energy is -9.108 eV. The SMILES is CC(C)[C@H](C)NCO.O.O.

What are the Mulliken partial charges on each atom? They are as follows, in elementary charge units: -1.282, 0.750, -1.418, -0.395, -1.509, 0.127, -0.684, -0.561, 0.351, 0.280, 0.195, 0.490, 0.346, 0.327, 0.293, 0.298, 0.417, 0.322, 0.332, 0.330, 0.401, 0.352, 0.311, -0.674, 0.311, 0.305, -0.649, 0.323, 0.307

=====

Model Q:
The following is a quantum chemistry calculation of a 3-piece molecular cluster, C6H19NO3 overall, from OMol25.

Geometry as ORCA input:
```
! wB97M-V def2-TZVPD RIJCOSX def2/J DEFGRID3
* xyz 0 1
C -2.379 0.085 -1.170
C -1.016 0.361 -1.820
C -0.272 1.511 -1.150
N 0.266 1.259 0.192
C 1.085 0.048 0.277
C 0.385 -1.023 1.130
C 1.309 -2.199 1.400
O 0.004 -0.448 2.372
H -3.182 0.483 -1.789
H -2.629 -0.983 -1.162
H -2.356 0.376 -0.131
H -0.378 -0.519 -1.766
H -1.152 0.692 -2.847
H -0.976 2.356 -1.125
H 0.450 1.961 -1.849
H 0.800 2.085 0.419
H 1.358 -0.357 -0.699
H 2.030 0.281 0.769
H -0.574 -1.355 0.733
H 1.655 -2.653 0.467
H 2.184 -1.877 1.961
H 0.767 -2.939 1.969
H 0.484 0.315 2.708
O -0.924 1.504 3.855
H -1.382 2.323 3.658
H -1.422 0.776 3.470
O 1.837 -0.437 -3.588
H 2.683 -0.463 -3.124
H 1.346 -1.161 -3.160
*
```

The HOMO energy is -8.871 eV. The SMILES is CCCNC[C@@H](C)O.O.O.

What are the Mulliken partial charges on each atom? They are as follows, in elementary charge units: -1.325, 0.064, -0.895, -0.138, -0.828, 0.693, -1.467, -0.541, 0.350, 0.336, 0.304, -0.035, 0.438, 0.354, 0.378, 0.228, -0.043, 0.596, 0.085, 0.371, 0.333, 0.366, 0.367, -0.628, 0.293, 0.345, -0.627, 0.304, 0.320

=====

So which one is most stable? That would be model Q, about 0.488 eV below the next structure.

=====

Model P:
The following is a quantum chemistry calculation of CH2O2S2 as an isolated structure, from OMol25.

Geometry as ORCA input:
```
! wB97M-V def2-TZVPD RIJCOSX def2/J DEFGRID3
* xyz 0 1
C 0.166 3.601 -0.761
O 3.770 0.920 -0.836
O 1.967 -0.334 0.368
S 0.805 2.706 0.249
S 3.341 0.111 0.298
H -1.843 3.239 -2.352
H -2.556 3.087 -2.712
*
```

The HOMO energy is -11.085 eV.

What are the Mulliken partial charges on each atom? They are as follows, in elementary charge units: 0.029, -0.344, -0.357, -0.047, 0.699, -0.232, 0.253

=====

Model Q:
The following is a quantum chemistry calculation of CH2O2S2 as an isolated structure, from OMol25.

Geometry as ORCA input:
```
! wB97M-V def2-TZVPD RIJCOSX def2/J DEFGRID3
* xyz 0 1
C 0.213 -0.899 -0.452
O -2.293 -0.637 -0.029
O -1.022 1.489 0.082
S 2.234 0.308 0.133
S -1.079 0.027 0.102
H 0.322 -1.803 -0.025
H 1.626 1.515 0.190
*
```

The HOMO energy is -9.728 eV.

What are the Mulliken partial charges on each atom? They are as follows, in elementary charge units: -0.417, -0.417, -0.454, -0.174, 0.908, 0.384, 0.170

=====

So which one is most stable? That would be model P, about 1.258 eV below the next structure.

=====

Model P:
The following is a quantum chemistry calculation of C16H24N2O as an isolated structure, from OMol25.

Geometry as ORCA input:
```
! wB97M-V def2-TZVPD RIJCOSX def2/J DEFGRID3
* xyz 0 1
C -2.065 -2.692 1.216
C -2.517 -2.936 -0.046
C -2.266 -2.035 -1.318
O -1.529 -1.041 -1.163
C -2.031 -0.072 -0.648
C -3.379 0.118 0.119
C -3.810 1.247 0.861
C -2.883 2.475 0.648
C -1.654 2.383 0.114
C -1.145 1.154 -0.437
C 0.137 1.340 -1.010
N 1.110 1.486 -0.121
C 1.223 0.289 0.989
C 1.503 -0.919 0.813
H 1.014 -1.645 1.419
H 0.918 -1.290 -0.039
C 3.003 -1.534 0.767
N 3.787 -0.365 0.300
C 5.295 -0.659 0.039
H 5.799 0.121 -0.047
H 5.274 -1.569 -0.738
H 5.399 -1.057 1.224
C 3.322 0.474 -0.915
C 2.471 1.665 -0.388
H 2.434 2.450 -1.666
H 3.203 2.154 0.196
H 4.190 0.500 -1.577
H 2.749 -0.138 -1.630
H 3.241 -1.639 1.837
H 3.112 -2.332 0.180
H 0.221 0.659 1.509
H 1.909 0.803 1.695
H 0.316 1.984 -1.749
H 0.296 0.058 -1.581
H -0.943 3.119 0.268
H -3.129 3.566 1.301
H -4.681 1.437 0.955
H -4.007 -0.610 0.305
H -1.924 -2.717 -2.003
H -3.502 -1.702 -1.643
H -3.273 -3.830 -0.027
H -2.463 -3.235 2.228
H -1.532 -1.915 1.311
*
```

The HOMO energy is -7.943 eV.

What are the Mulliken partial charges on each atom? They are as follows, in elementary charge units: -0.509, -0.155, -0.486, -0.316, 0.464, -0.397, -1.345, -0.161, -0.897, 0.413, -0.438, 0.202, -1.227, 0.052, 0.460, 0.080, -1.338, 0.030, -1.198, 0.612, 0.287, 0.257, -0.750, -0.894, 0.224, 0.303, 0.625, 0.281, 0.480, 0.585, 0.358, 0.520, 0.734, 0.005, 0.395, 0.165, 0.619, 0.507, 0.576, 0.260, 0.201, 0.220, 0.196

=====

Model Q:
The following is a quantum chemistry calculation of one molecule with the formula C16H24N2O, from OMol25.

Geometry as ORCA input:
```
! wB97M-V def2-TZVPD RIJCOSX def2/J DEFGRID3
* xyz 0 1
C 4.777 2.313 -0.003
C 3.969 1.112 -0.029
C 4.234 -0.255 0.476
C 3.445 -1.330 0.410
C 4.003 -2.555 0.648
C 2.174 -1.287 -0.081
C 1.681 0.098 -0.296
N 0.296 0.430 -0.519
C -0.733 -0.609 -0.837
O -0.610 -1.823 -0.485
N -1.927 -0.236 -0.933
C -2.315 1.281 -0.964
C -2.316 2.084 0.439
C -3.387 1.516 1.213
C -3.194 0.107 1.895
C -4.097 -1.121 1.081
C -4.261 -0.646 -0.459
C -3.111 -1.055 -1.141
C 2.626 1.332 -0.339
H 4.238 3.159 -0.013
H 5.247 2.307 -0.713
H 5.251 2.322 0.833
H 5.355 -0.208 0.410
H 3.467 -3.428 0.355
H 4.040 -2.468 1.848
H 4.962 -2.609 0.256
H 1.521 -2.149 -0.011
H 0.038 1.345 -0.761
H -3.160 1.535 -1.565
H -1.580 1.876 -1.449
H -1.266 2.139 0.832
H -2.436 3.108 -0.028
H -4.456 1.747 1.037
H -3.294 2.270 2.247
H -2.110 -0.073 1.256
H -3.169 -0.005 2.794
H -3.781 -2.074 1.287
H -5.121 -0.879 1.555
H -4.774 0.136 -0.787
H -4.984 -1.528 -0.726
H -2.584 -2.047 -0.978
H -3.282 -0.854 -2.369
H 1.945 2.338 -0.481
*
```

The HOMO energy is -7.526 eV. The SMILES is Cc1cc(C)cc(NC(=O)N2CCCCCCC2)c1.

What are the Mulliken partial charges on each atom? They are as follows, in elementary charge units: -2.640, 1.274, -0.895, 1.546, -1.587, -1.060, 0.614, 0.100, 0.849, -0.749, -0.029, -1.496, -0.297, -0.689, -0.807, -1.021, -0.827, -0.919, -0.870, 0.602, 0.732, 0.630, 0.205, 0.379, 0.245, 0.354, 0.447, 0.171, 0.476, 0.650, 0.213, 0.382, 0.406, 0.269, 0.020, 0.883, 0.524, 0.304, 0.677, 0.310, 0.458, 0.170, -0.006

=====

Model R:
The following is a quantum chemistry calculation of C16H24N2O as an isolated structure, from OMol25.

Geometry as ORCA input:
```
! wB97M-V def2-TZVPD RIJCOSX def2/J DEFGRID3
* xyz 0 1
N 3.465 0.673 -3.986
C 2.830 1.112 -3.036
C 2.084 1.474 -1.796
H 1.269 2.000 -2.185
H 2.856 2.269 -1.532
C 1.972 0.208 -1.081
O 1.074 -0.540 -1.697
C 0.031 -1.466 -0.987
C -0.560 -0.844 0.164
C -0.960 -0.159 1.172
C -1.630 0.307 2.371
N -1.643 1.802 1.995
C -2.167 2.841 2.993
C -1.808 4.052 2.877
H -1.990 4.823 3.542
H -2.222 4.400 1.974
C -0.177 4.054 2.391
H 0.105 4.651 1.661
H 0.194 4.078 3.349
C -0.156 2.412 1.956
H -0.035 2.450 0.722
H 0.649 1.742 2.482
H -3.300 2.432 3.171
H -1.721 2.271 4.233
H -2.856 0.109 2.363
H -1.013 0.253 3.276
C 1.141 -2.490 -0.502
C 0.077 -3.799 0.298
C -0.716 -4.322 -0.734
C -1.697 -3.097 -1.134
C -1.066 -2.068 -1.823
H -0.523 -2.362 -2.853
H -1.628 -1.202 -2.091
H -2.438 -3.430 -1.972
H -2.234 -2.706 -0.363
H -1.537 -5.159 -0.115
H -0.489 -4.637 -1.703
H 1.059 -4.617 0.715
H -0.290 -3.378 1.135
H 1.790 -2.429 0.333
H 1.706 -2.940 -1.176
H 2.932 -0.625 -0.802
H 1.596 0.503 -0.118
*
```

The HOMO energy is -8.841 eV.

What are the Mulliken partial charges on each atom? They are as follows, in elementary charge units: -0.543, 0.012, -0.326, 0.370, 0.342, -0.325, -0.371, 1.993, -1.044, 0.184, -0.624, -0.183, -0.304, -0.863, 0.493, 0.311, -0.898, 0.528, 0.343, -0.082, -0.068, 0.247, 0.167, 0.164, 0.279, 0.493, -1.610, -1.013, -0.500, -0.746, -1.336, 0.282, 0.451, 0.285, 0.574, 0.223, 0.458, 0.281, 0.535, 0.557, 0.775, 0.219, 0.270

=====

So which one is most stable? That would be model Q, about 4.634 eV below the next structure.

=====

Model P:
The following is a quantum chemistry calculation of a 2-piece molecular cluster, CH8N2O overall, from OMol25.

Geometry as ORCA input:
```
! wB97M-V def2-TZVPD RIJCOSX def2/J DEFGRID3
* xyz 0 1
N 0.464 0.656 0.319
C 1.609 1.274 0.968
N 1.546 2.710 0.649
H 0.503 -0.333 0.500
H 0.488 0.945 -0.620
H 2.534 0.766 0.713
H 1.500 1.251 2.059
H 2.373 3.229 0.878
H 0.741 3.065 1.143
O -4.142 -4.599 -1.877
H -3.920 -5.164 -2.627
H -3.697 -3.799 -2.106
*
```

The HOMO energy is -9.061 eV. The SMILES is NCN.O.

What are the Mulliken partial charges on each atom? They are as follows, in elementary charge units: -0.577, -0.289, -0.596, 0.197, 0.221, 0.341, 0.270, 0.204, 0.230, -0.633, 0.319, 0.314

=====

Model Q:
The following is a quantum chemistry calculation of a 2-piece molecular cluster, CH8N2O overall, from OMol25.

Geometry as ORCA input:
```
! wB97M-V def2-TZVPD RIJCOSX def2/J DEFGRID3
* xyz 0 1
N 0.090 1.594 1.433
C 0.391 0.976 0.167
N 0.272 -0.476 0.070
H 0.877 1.544 2.060
H -0.720 1.258 1.929
H 1.452 1.237 0.033
H -0.021 1.535 -0.674
H -0.030 -0.936 0.916
H 1.149 -0.867 -0.184
O -1.343 -2.286 -1.836
H -1.089 -1.584 -1.218
H -1.028 -1.994 -2.696
*
```

The HOMO energy is -9.601 eV. The SMILES is NCN.O.

What are the Mulliken partial charges on each atom? They are as follows, in elementary charge units: -0.555, -0.320, -0.537, 0.232, 0.225, 0.254, 0.244, 0.247, 0.218, -0.698, 0.384, 0.305

=====

Model R:
The following is a quantum chemistry calculation of CH8N2O as an isolated structure, from OMol25.

Geometry as ORCA input:
```
! wB97M-V def2-TZVPD RIJCOSX def2/J DEFGRID3
* xyz 0 1
N 2.109 0.555 -0.847
H 1.702 0.873 0.012
H 3.074 0.509 -0.693
H -0.110 -1.137 1.992
H 1.560 -0.184 -1.195
N -1.881 0.060 -1.355
C -1.636 -0.085 -0.007
O -1.310 0.820 0.746
H -1.214 0.794 -1.760
H 0.208 -0.727 2.551
H -0.316 -0.523 0.106
H -2.186 -0.956 0.450
*
```

The HOMO energy is -9.684 eV.

What are the Mulliken partial charges on each atom? They are as follows, in elementary charge units: -0.606, 0.238, 0.207, -0.210, 0.221, -0.506, -0.074, -0.402, 0.313, 0.241, 0.124, 0.453

=====

So which one is most stable? That would be model Q, about 0.173 eV below the next structure.